A cluster of 4 separate species, C38H78Br2F3N4O5P in total at a distorted geometry, computed with ωB97M-V with the def2-TZVPD basis set.

Summary:
HOMO level: -8.0 eV
Kohn-Sham gap: 7.93 eV
electronic energy: -7878.76893 hartree
strongest force on any atom: 3.05 eV/Å
M: 918.841 g mol⁻¹
SMILES: C=C[C@H]1OC(=O)[C@](CC[C@](F)(Br)C(F)(F)Br)(P(O)O)[C@@]1(N)CCCCCCCCCOC.CCN(CC)CC.CCN(CC)CC.CCN(CC)CC

Last column: Löwdin charge in e.
Geometry (Å):
Br 6.387 -2.565 -5.365  0.842
Br 4.233 1.476 -5.835  0.912
P 4.761 3.305 -2.488  0.945
F 6.600 0.351 -5.373  -0.053
F 4.840 -1.151 -7.005  -0.006
F 3.780 -1.749 -5.165  0.055
O 6.244 2.826 -3.038  -0.268
O -3.251 2.508 -3.296  -0.176
O 3.813 3.764 -3.769  -0.340
O 5.857 0.524 -0.671  0.141
O 4.297 1.596 0.506  0.045
N 2.545 -1.779 5.254  -0.200
N -3.701 -5.632 0.076  -0.201
N 2.005 3.235 -1.695  0.090
N -3.203 5.737 2.095  -0.199
C 4.024 1.690 -1.880  -0.329
C -3.773 1.707 -2.260  -0.249
C -5.578 -4.111 -0.515  -0.091
C 1.414 -3.986 5.139  -0.091
C 3.726 -0.440 3.416  -0.076
C -1.544 4.316 0.756  -0.084
C 3.645 -2.275 6.061  -0.248
C -3.680 2.177 -4.600  -0.112
C -1.241 -1.147 -2.684  -0.196
C 1.908 -2.756 4.392  -0.279
C 2.004 -0.211 -0.010  -0.177
C -2.791 0.659 -1.762  -0.177
C 2.761 -0.498 4.606  -0.246
C 5.301 0.091 -5.007  -0.807
C 5.254 0.030 -3.483  -0.165
C -0.953 -2.090 -1.507  -0.192
C 4.862 1.205 -0.659  -0.467
C 2.268 2.864 1.227  -0.099
C -4.305 5.910 -0.211  -0.077
C -4.661 -5.248 -0.941  -0.279
C -4.255 -5.989 1.370  -0.248
C -4.417 5.664 1.300  -0.245
C 4.945 -1.274 -5.657  -0.901
C -2.337 4.573 2.043  -0.244
C -3.342 8.199 2.371  -0.091
C -5.276 -7.133 1.430  -0.082
C 3.941 0.427 -2.784  -0.138
C 3.275 2.596 0.163  -0.259
C -2.672 -0.579 -2.657  -0.184
C 2.713 2.057 -1.151  -0.431
C -2.658 -6.515 -0.423  -0.251
C 4.839 -2.915 5.340  -0.082
C 2.202 4.126 1.745  0.062
C -3.082 -7.904 -0.918  -0.085
C 1.259 -1.513 -0.370  -0.184
C -2.483 6.994 2.021  -0.277
C 1.697 0.897 -1.038  -0.112
C -0.278 -1.411 -0.304  -0.184
H 3.067 -0.431 0.019  0.102
H -4.999 -3.245 -0.190  0.073
H -2.940 1.562 -5.111  0.080
H -2.932 3.685 2.274  0.113
H -2.943 -0.315 -3.677  0.095
H -3.319 -8.576 -0.096  0.054
H -3.909 5.048 -0.744  0.046
H -0.263 -2.851 -1.867  0.101
H -1.659 6.948 2.739  0.116
H -5.129 6.387 1.707  0.100
H 3.041 4.585 2.258  0.073
H 1.304 4.733 1.665  0.048
H -4.885 4.692 1.475  0.114
H -6.201 -3.806 -1.356  0.072
H 1.543 0.466 -2.023  0.103
H 3.086 0.223 5.361  0.112
H 3.856 3.505 0.058  0.120
H -1.880 -2.590 -1.235  0.098
H -0.775 3.560 0.949  0.054
H -3.807 8.075 3.350  0.080
H 1.691 0.087 0.986  0.098
H 4.376 4.195 -4.419  0.031
H 6.102 0.571 -3.090  0.101
H 1.623 2.070 1.587  0.102
H 3.608 0.512 2.895  0.054
H -5.278 -6.099 -1.269  0.101
H -2.176 3.926 -0.040  0.049
H -1.097 -1.709 -3.605  0.105
H 1.042 -2.276 3.926  0.114
H 3.094 0.464 -3.461  0.094
H -2.026 7.160 1.033  0.101
H 3.708 -0.386 -2.098  0.111
H -4.724 -5.096 1.793  0.100
H 2.235 -4.578 5.544  0.064
H 4.003 -1.457 6.692  0.114
H 0.753 -3.703 5.960  0.079
H 4.525 -3.604 4.554  0.066
H -3.676 6.771 -0.443  0.067
H -2.722 9.096 2.401  0.072
H -1.036 5.212 0.395  0.069
H -4.718 1.224 -2.522  0.122
H 1.586 -2.288 0.321  0.106
H -4.127 8.372 1.634  0.064
H 5.498 -2.170 4.898  0.055
H -1.893 -6.631 0.349  0.111
H -4.109 -4.907 -1.822  0.114
H 3.243 -3.008 6.766  0.100
H -3.768 3.101 -5.167  0.083
H 6.692 3.580 -3.425  0.053
H 5.441 -1.013 -3.240  0.097
H 0.750 1.349 -0.761  0.103
H 1.681 3.101 -2.641  0.086
H 3.535 -1.230 2.689  0.065
H 1.248 3.508 -1.089  0.072
H -4.802 -8.111 1.367  0.053
H 2.563 -3.082 3.568  0.100
H -6.247 -4.403 0.295  0.065
H 5.435 -3.486 6.055  0.071
H -0.568 -1.972 0.582  0.105
H -5.296 6.110 -0.624  0.073
H 1.602 -1.800 -1.365  0.106
H -1.625 4.661 2.871  0.108
H -3.936 -7.858 -1.593  0.066
H 4.767 -0.498 3.730  0.063
H -3.335 -1.377 -2.331  0.103
H -5.808 -7.098 2.383  0.071
H -3.990 2.373 -1.427  0.104
H -3.427 -6.210 2.048  0.114
H -0.550 -0.307 -2.704  0.094
H 1.783 -0.135 4.269  0.106
H -1.830 1.151 -1.622  0.100
H -3.139 0.344 -0.776  0.117
H -2.257 -8.359 -1.470  0.071
H -6.022 -7.062 0.638  0.067
H -0.620 -0.388 -0.177  0.092
H -2.150 -6.001 -1.245  0.106
H -4.659 1.702 -4.610  0.086
H 0.853 -4.629 4.459  0.071